Here is a structure of composition C8H26FN7O5Tl from the OMol25 dataset. Energies are from wB97M-V/def2-TZVPD.

Atoms and positions in Å:
Tl1 -15.358 -20.104 4.336
F1 -16.371 -20.822 1.759
C1 -14.541 -17.554 7.006
O1 -15.427 -18.595 6.830
H1 -14.462 -17.270 8.062
H2 -13.523 -17.774 6.657
H3 -14.860 -16.716 6.377
C2 -16.563 -22.392 7.520
O2 -16.534 -21.523 6.634
N1 -16.706 -23.687 7.202
N2 -16.557 -22.154 8.846
H4 -16.820 -23.852 6.217
H5 -16.848 -24.302 7.980
H6 -16.769 -22.853 9.532
H7 -16.284 -21.221 9.100
C3 -13.399 -22.404 1.826
O3 -13.502 -21.494 2.650
N3 -12.491 -23.397 1.911
N4 -14.241 -22.608 0.779
H8 -11.862 -23.326 2.694
H9 -12.692 -24.261 1.449
H10 -14.237 -23.443 0.227
H11 -15.059 -22.014 0.703
C4 -12.858 -21.437 6.986
O4 -13.410 -21.547 5.867
N5 -11.536 -21.453 7.147
N6 -13.558 -21.167 8.095
H12 -11.164 -21.349 8.072
H13 -10.984 -21.587 6.317
H14 -14.497 -20.815 8.025
H15 -13.097 -21.085 8.983
C5 -18.588 -18.250 2.633
C6 -18.194 -18.101 4.102
C7 -18.666 -19.243 4.993
O5 -18.142 -20.490 4.513
C8 -19.091 -21.510 4.812
N7 -16.738 -17.886 4.332
H16 -18.048 -17.508 2.043
H17 -19.667 -18.109 2.623
H18 -18.258 -19.206 2.224
H19 -18.681 -17.228 4.551
H20 -19.752 -19.141 5.042
H21 -18.316 -19.171 6.026
H22 -19.316 -21.656 5.870
H23 -18.645 -22.446 4.472
H24 -19.996 -21.359 4.223
H25 -16.593 -17.641 5.310
H26 -16.624 -16.950 3.940

Charge = +1
Multiplicity = 1
Highest occupied orbital energy = -0.4428 Ha
Lowest unoccupied orbital energy = -7.29 eV

Partial atomic charges computed with the natural (NBO) method, in multiples of e:
1 Tl 1.52
2 F -0.70
3 C -0.29
4 O -0.56
5 H 0.21
6 H 0.20
7 H 0.14
8 C 0.78
9 O -0.72
10 N -0.82
11 N -0.83
12 H 0.42
13 H 0.40
14 H 0.41
15 H 0.41
16 C 0.79
17 O -0.70
18 N -0.83
19 N -0.83
20 H 0.41
21 H 0.40
22 H 0.39
23 H 0.45
24 C 0.78
25 O -0.70
26 N -0.81
27 N -0.82
28 H 0.40
29 H 0.42
30 H 0.42
31 H 0.39
32 C -0.64
33 C -0.07
34 C -0.09
35 O -0.55
36 C -0.25
37 N -0.81
38 H 0.22
39 H 0.23
40 H 0.27
41 H 0.20
42 H 0.20
43 H 0.20
44 H 0.18
45 H 0.20
46 H 0.19
47 H 0.40
48 H 0.39

***

Here is a structure of composition C8H26N4O5Ru from the OMol25 dataset. Energies are from wB97M-V/def2-TZVPD.

Atoms and positions in Å:
O1 0.468 3.499 0.915
H1 0.205 4.344 1.312
Ru1 -0.030 0.497 -0.185
N1 -0.943 -0.200 -1.877
N2 1.081 -0.992 -0.800
O2 -2.106 0.247 -2.283
O3 2.170 -1.468 -0.054
C1 -0.312 -1.150 -2.624
C2 0.866 -1.610 -1.998
C3 -0.837 -1.594 -3.943
C4 1.817 -2.620 -2.539
H2 -1.630 -0.934 -4.307
H3 -1.225 -2.619 -3.871
H4 -0.030 -1.628 -4.688
H5 2.179 -3.341 -1.789
H6 2.685 -2.147 -3.031
H7 1.288 -3.209 -3.298
H8 -1.927 1.478 -1.380
H9 2.726 -1.969 -0.694
O4 -1.051 -2.668 0.995
H10 -1.822 -3.257 1.085
H11 -0.290 -3.277 0.965
C5 1.660 2.221 -0.494
H12 2.288 2.423 0.372
H13 1.381 3.119 -1.048
H14 2.258 1.598 -1.192
O5 -1.263 2.042 -0.812
H15 -0.290 3.206 0.368
H16 -0.770 2.567 -1.481
N3 0.988 0.179 1.791
C6 0.240 -0.354 2.980
C7 -0.693 0.680 3.579
C8 -1.528 1.433 2.557
N4 -1.822 0.590 1.371
H17 1.459 1.053 2.037
H18 1.731 -0.478 1.533
H19 -0.291 -1.253 2.651
H20 0.986 -0.660 3.719
H21 -1.357 0.181 4.295
H22 -0.121 1.407 4.167
H23 -2.478 1.778 2.979
H24 -0.988 2.321 2.210
H25 -2.638 0.938 0.875
H26 -2.035 -0.373 1.631

ΔE to the lowest compared entry with this formula, charge and spin = 0.00 kJ/mol
Charge = +1
Multiplicity = 6
Highest occupied orbital energy (alpha / beta) = -0.3443 / -0.4101 Ha
Lowest unoccupied orbital energy (alpha / beta) = -2.58 / -5.21 eV

Partial atomic charges computed with the natural (NBO) method, in multiples of e:
1 O -0.96
2 H 0.49
3 Ru 1.19
4 N -0.15
5 N -0.16
6 O -0.49
7 O -0.56
8 C 0.21
9 C 0.09
10 C -0.68
11 C -0.69
12 H 0.27
13 H 0.25
14 H 0.24
15 H 0.23
16 H 0.25
17 H 0.26
18 H 0.52
19 H 0.49
20 O -0.96
21 H 0.49
22 H 0.48
23 C -0.79
24 H 0.20
25 H 0.19
26 H 0.17
27 O -0.94
28 H 0.48
29 H 0.52
30 N -0.83
31 C -0.23
32 C -0.43
33 C -0.24
34 N -0.83
35 H 0.41
36 H 0.42
37 H 0.22
38 H 0.21
39 H 0.23
40 H 0.23
41 H 0.21
42 H 0.22
43 H 0.40
44 H 0.40

***

Here is a cluster of 8 separate species, C8H26O7 in total from the OMol25 dataset. Energies are from wB97M-V/def2-TZVPD.

Atoms and positions in Å:
C1 3.371 0.651 0.229
C2 2.485 1.395 -0.428
C3 1.079 0.921 -0.337
C4 0.751 -0.354 -0.556
C5 0.140 1.838 0.369
C6 -0.078 1.835 1.675
C7 -0.580 2.823 -0.524
C8 -1.537 2.142 -1.495
H1 3.065 -0.226 0.768
H2 4.394 0.935 0.444
H3 2.698 2.442 -0.602
H4 1.450 -0.823 -1.252
H5 -0.174 -0.881 -0.485
H6 -0.736 2.511 2.191
H7 0.504 1.233 2.369
H8 0.188 3.391 -1.073
H9 -1.034 3.652 0.021
H10 -2.052 1.268 -1.091
H11 -2.454 2.724 -1.696
H12 -1.149 2.052 -2.510
O1 -1.082 -2.859 0.757
H13 -1.990 -3.049 1.039
H14 -0.542 -3.291 1.439
O2 -2.734 -0.718 -0.480
H15 -3.529 -1.163 -0.173
H16 -1.971 -1.172 -0.092
O3 -3.296 -0.634 2.440
H17 -3.389 -0.108 1.629
H18 -4.058 -0.232 2.884
O4 -0.599 -1.264 -3.553
H19 -0.819 -1.348 -2.621
H20 -1.390 -0.981 -4.020
O5 1.268 1.093 -4.018
H21 1.360 1.644 -3.243
H22 0.663 0.350 -3.904
O6 0.756 -3.649 3.080
H23 1.689 -3.883 3.057
H24 0.807 -2.905 3.695
O7 2.641 -1.994 2.138
H25 3.529 -2.272 1.925
H26 2.353 -1.096 2.004

ΔE to the lowest compared entry with this formula, charge and spin = 234.46 kJ/mol
Charge = 0
Multiplicity = 1
Highest occupied orbital energy = -0.3416 Ha
Structure (SMILES) = C=CC(=C)C(=C)CC.O.O.O.O.O.O.O
Lowest unoccupied orbital energy = 0.31 eV

Partial atomic charges computed with the natural (NBO) method, in multiples of e:
1 C -0.35
2 C -0.22
3 C -0.06
4 C -0.38
5 C 0.00
6 C -0.39
7 C -0.44
8 C -0.65
9 H 0.17
10 H 0.20
11 H 0.22
12 H 0.20
13 H 0.19
14 H 0.20
15 H 0.19
16 H 0.20
17 H 0.21
18 H 0.25
19 H 0.21
20 H 0.22
21 O -0.98
22 H 0.47
23 H 0.51
24 O -0.97
25 H 0.47
26 H 0.50
27 O -0.94
28 H 0.47
29 H 0.46
30 O -0.95
31 H 0.49
32 H 0.48
33 O -0.97
34 H 0.47
35 H 0.50
36 O -0.95
37 H 0.48
38 H 0.47
39 O -0.98
40 H 0.49
41 H 0.49

***

Here is a structure of composition C8H27AgN10O6 from the OMol25 dataset. Energies are from wB97M-V/def2-TZVPD.

Atoms and positions in Å:
Ag1 0.041 0.091 -0.021
C1 3.087 1.939 -2.192
C2 2.928 0.562 -1.583
C3 3.612 0.429 -0.177
O1 1.615 0.107 -1.649
H1 2.493 2.097 -3.092
H2 4.128 2.110 -2.468
H3 2.717 2.652 -1.454
H4 3.493 -0.168 -2.175
H5 4.647 0.244 -0.468
H6 3.345 -0.549 0.231
H7 3.413 1.198 0.565
C4 1.172 -3.047 0.743
O2 0.750 -1.907 0.798
N1 0.727 -4.073 0.069
N2 2.249 -3.365 1.475
H8 1.062 -5.017 0.147
H9 -0.182 -4.027 -0.367
H10 2.555 -2.576 2.023
H11 2.771 -4.222 1.435
C5 -1.017 -2.032 -2.477
O3 -1.158 -1.355 -1.468
N3 -2.005 -2.342 -3.329
N4 0.180 -2.453 -2.896
H12 -1.893 -3.030 -4.053
H13 -2.929 -1.998 -3.129
H14 0.156 -2.807 -3.837
H15 1.002 -2.024 -2.498
C6 -2.408 1.940 -0.991
O4 -1.202 1.829 -0.847
N5 -3.097 1.482 -2.047
N6 -3.193 2.614 -0.123
H16 -3.911 2.000 -2.332
H17 -2.663 0.826 -2.674
H18 -2.796 3.025 0.704
H19 -4.170 2.760 -0.307
C7 1.058 2.418 2.230
O5 0.893 1.347 1.642
N7 1.993 2.637 3.106
N8 0.178 3.387 2.138
H20 2.249 3.577 3.358
H21 2.606 1.890 3.387
H22 -0.673 3.250 1.620
H23 0.218 4.216 2.707
C8 -2.679 -0.442 2.148
O6 -1.828 -0.163 1.309
N9 -2.412 -1.010 3.326
N10 -3.927 0.040 2.028
H24 -1.503 -1.385 3.540
H25 -3.010 -0.865 4.123
H26 -4.064 0.258 1.052
H27 -4.619 -0.065 2.748

ΔE to the lowest compared entry with this formula, charge and spin = 96.54 kJ/mol
Charge = +1
Multiplicity = 2
Highest occupied orbital energy (alpha / beta) = -0.4071 / -0.4011 Ha
Lowest unoccupied orbital energy (alpha / beta) = -1.76 / -3.35 eV

Partial atomic charges computed with the natural (NBO) method, in multiples of e:
1 Ag 1.16
2 C -0.63
3 C 0.07
4 C -0.63
5 O -0.54
6 H 0.22
7 H 0.21
8 H 0.20
9 H 0.17
10 H 0.22
11 H 0.21
12 H 0.22
13 C 0.78
14 O -0.72
15 N -0.81
16 N -0.84
17 H 0.40
18 H 0.41
19 H 0.41
20 H 0.40
21 C 0.78
22 O -0.71
23 N -0.84
24 N -0.83
25 H 0.40
26 H 0.41
27 H 0.38
28 H 0.44
29 C 0.79
30 O -0.70
31 N -0.84
32 N -0.83
33 H 0.39
34 H 0.42
35 H 0.40
36 H 0.39
37 C 0.78
38 O -0.73
39 N -0.81
40 N -0.81
41 H 0.40
42 H 0.41
43 H 0.41
44 H 0.39
45 C 0.79
46 O -0.71
47 N -0.83
48 N -0.84
49 H 0.41
50 H 0.39
51 H 0.42
52 H 0.40

***

Here is a structure of composition C8H27N9O5Pb from the OMol25 dataset. Energies are from wB97M-V/def2-TZVPD.

Atoms and positions in Å:
Pb1 38.533 -21.776 -0.916
C1 38.381 -22.966 2.667
O1 38.812 -22.577 1.582
N1 37.048 -23.092 2.972
N2 39.221 -23.256 3.705
H1 36.360 -22.839 2.297
H2 36.885 -23.286 3.945
H3 40.197 -23.185 3.484
H4 38.893 -23.772 4.501
C2 39.187 -25.429 -0.745
O2 38.743 -24.271 -0.678
N3 38.396 -26.505 -0.521
N4 40.481 -25.675 -1.078
H5 37.481 -26.310 -0.158
H6 38.767 -27.434 -0.598
H7 40.898 -26.586 -1.060
H8 41.011 -24.831 -1.200
C3 40.603 -19.691 1.351
O3 39.620 -20.066 0.704
N5 41.864 -20.171 1.193
N6 40.460 -18.754 2.328
H9 42.576 -19.874 1.836
H10 42.010 -20.988 0.632
H11 39.608 -18.222 2.347
H12 41.235 -18.368 2.838
C4 36.579 -19.448 1.017
O4 36.767 -20.549 0.474
N7 35.845 -19.371 2.162
N8 36.990 -18.263 0.515
H13 35.525 -20.196 2.629
H14 35.732 -18.480 2.611
H15 36.549 -17.406 0.801
H16 37.502 -18.263 -0.348
C5 36.815 -23.197 -5.275
C6 36.971 -22.457 -3.933
C7 36.020 -23.079 -2.915
O5 36.180 -22.501 -1.608
C8 35.471 -23.240 -0.635
N9 38.373 -22.554 -3.448
H17 35.777 -23.335 -5.560
H18 37.338 -24.158 -5.256
H19 37.400 -22.619 -5.994
H20 36.640 -21.432 -4.098
H21 36.099 -24.167 -2.873
H22 35.032 -22.765 -3.268
H23 35.733 -22.907 0.363
H24 35.670 -24.311 -0.706
H25 34.395 -23.060 -0.717
H26 38.585 -23.542 -3.575
H27 39.006 -22.044 -4.059

ΔE to the lowest compared entry with this formula, charge and spin = 26.74 kJ/mol
Charge = +2
Multiplicity = 1
Highest occupied orbital energy = -0.5552 Ha
Lowest unoccupied orbital energy = -5.21 eV

Partial atomic charges computed with the natural (NBO) method, in multiples of e:
1 Pb 1.64
2 C 0.80
3 O -0.73
4 N -0.83
5 N -0.83
6 H 0.41
7 H 0.40
8 H 0.42
9 H 0.41
10 C 0.81
11 O -0.78
12 N -0.81
13 N -0.82
14 H 0.42
15 H 0.41
16 H 0.42
17 H 0.41
18 C 0.81
19 O -0.75
20 N -0.81
21 N -0.82
22 H 0.41
23 H 0.41
24 H 0.41
25 H 0.40
26 C 0.82
27 O -0.76
28 N -0.81
29 N -0.82
30 H 0.41
31 H 0.40
32 H 0.41
33 H 0.41
34 C -0.62
35 C -0.08
36 C -0.08
37 O -0.59
38 C -0.25
39 N -0.90
40 H 0.24
41 H 0.21
42 H 0.23
43 H 0.21
44 H 0.19
45 H 0.21
46 H 0.19
47 H 0.18
48 H 0.20
49 H 0.38
50 H 0.39

***

Here is a cluster of 5 separate species, C8H27NO5 in total from the OMol25 dataset. Energies are from wB97M-V/def2-TZVPD.

Atoms and positions in Å:
C1 -1.907 0.421 3.072
O1 -3.272 0.541 2.891
C2 -3.683 0.674 1.533
C3 -5.232 1.004 1.653
C4 -6.049 -0.204 2.088
N1 -5.807 1.513 0.379
H1 -1.365 1.273 2.663
H2 -1.537 -0.453 2.536
H3 -1.689 0.261 4.128
H4 -3.089 1.394 0.969
H5 -3.568 -0.268 0.997
H6 -5.342 1.829 2.357
H7 -7.115 0.013 2.021
H8 -5.798 -0.417 3.127
H9 -5.940 -1.092 1.464
H10 -5.549 2.445 0.088
H11 -6.801 1.646 0.499
C5 1.646 7.773 -0.485
O2 1.687 6.608 0.177
H12 1.532 8.642 0.163
H13 2.509 7.889 -1.141
H14 0.717 7.709 -1.050
H15 1.140 6.587 0.966
C6 8.023 -3.929 0.022
O3 8.019 -2.603 -0.431
H16 8.792 -4.035 0.787
H17 7.099 -4.175 0.545
H18 8.345 -4.650 -0.729
H19 7.162 -2.465 -0.841
C7 2.502 0.623 -2.099
O4 3.153 -0.614 -2.400
H20 1.457 0.389 -1.897
H21 3.056 1.187 -1.349
H22 2.551 1.140 -3.057
H23 2.549 -1.274 -2.749
C8 0.458 -6.117 -2.541
O5 0.427 -5.023 -3.424
H24 -0.299 -5.947 -1.775
H25 0.167 -7.006 -3.099
H26 1.481 -6.273 -2.198
H27 -0.429 -5.018 -3.860

ΔE to the lowest compared entry with this formula, charge and spin = 274.37 kJ/mol
Charge = 0
Multiplicity = 1
Highest occupied orbital energy = -0.3422 Ha
Structure (SMILES) = COC[C@H](C)N.CO.CO.CO.CO
Lowest unoccupied orbital energy = 0.50 eV

Partial atomic charges computed with the natural (NBO) method, in multiples of e:
1 C -0.24
2 O -0.54
3 C -0.06
4 C -0.05
5 C -0.62
6 N -0.85
7 H 0.16
8 H 0.16
9 H 0.19
10 H 0.17
11 H 0.17
12 H 0.17
13 H 0.20
14 H 0.22
15 H 0.21
16 H 0.35
17 H 0.35
18 C -0.23
19 O -0.72
20 H 0.15
21 H 0.18
22 H 0.15
23 H 0.47
24 C -0.25
25 O -0.71
26 H 0.17
27 H 0.16
28 H 0.16
29 H 0.47
30 C -0.25
31 O -0.75
32 H 0.17
33 H 0.19
34 H 0.17
35 H 0.47
36 C -0.24
37 O -0.73
38 H 0.16
39 H 0.16
40 H 0.19
41 H 0.46

***

Q: Look up the multiplicity of the first one.
A: 1